ORCA calculation (ωB97M-V with the def2-TZVPD basis set) on a structure of composition C2H18Li5O13S.

```
39
Properties=species:S:1:pos:R:3:lowdin_charge:R:1
Li -3.22 0.26 0.35 0.782
Li 2.46 0.33 -0.91 0.701
Li -1.58 -0.88 -3.39 0.872
Li 0.72 -1.71 -2.19 0.673
Li -1.20 -2.94 0.10 0.757
S -0.58 0.12 -0.34 0.313
O -1.66 1.13 -0.22 -0.419
O -0.54 -0.36 -1.78 -0.543
O 0.73 0.67 -0.05 -0.359
O -0.89 -1.02 0.52 -0.402
O 2.66 -1.59 -1.60 -0.447
C 2.53 -2.29 -0.40 -0.449
C 1.63 -3.53 -0.37 -0.397
O 0.35 -3.57 -0.99 -0.495
H 2.25 -1.59 0.43 0.084
H 3.49 -2.63 0.02 0.109
H 1.53 -3.90 0.67 0.099
H 2.21 -4.34 -0.83 0.103
O -1.72 2.67 -2.90 -0.021
H -1.69 2.30 -2.01 -0.006
H -1.96 1.94 -3.47 0.014
O 3.30 1.90 0.29 -0.058
H 2.49 2.09 0.78 0.018
H 3.93 2.56 0.60 0.071
O 1.81 1.57 -2.57 -0.062
H 1.60 1.24 -3.45 0.057
H 0.96 1.88 -2.22 0.023
O -2.89 3.30 1.25 -0.037
H -2.26 2.71 0.83 -0.022
H -3.72 2.82 1.28 0.022
O -0.19 -2.23 3.07 -0.036
H -0.44 -1.68 2.32 -0.027
H -1.01 -2.50 3.49 0.036
O 0.27 2.29 2.25 -0.037
H -0.32 2.96 1.89 0.031
H 0.59 1.78 1.49 -0.024
O -3.27 0.16 2.31 -0.081
H -3.96 0.00 2.97 0.082
H -2.44 0.09 2.79 0.074
```

As for the total charge: +1. For the total energy, the calculation gives -1501.0305 a.u. As for the orbital gap: 4.5702 eV. The calculation puts the HOMO energy at -10.004 eV. The spin multiplicity is 1.